129
Properties=species:S:1:pos:R:3:mulliken_spin:R:1 method="wB97M-V/def2-TZVPD" homo_lumo_gap_ha="0.24244 / 0.22497" multiplicity=6 total_energy_ha=-6919.11087 homo_ev="-8.00 / -8.45"
Mn -0.208 -0.182 -0.737 3.31
C -2.157 -3.790 -2.159 0.00
C -1.908 -3.702 -0.659 -0.02
C -0.474 -4.145 -0.350 -0.01
C -2.864 -4.648 0.074 -0.01
P -2.036 -1.882 -0.122 0.13
C -1.923 -2.081 1.748 0.00
N -0.667 -1.480 2.101 0.01
B 0.084 -0.587 1.274 -0.35
N 1.271 -0.317 2.025 0.02
C 2.403 0.427 1.553 0.01
P 2.416 0.207 -0.314 0.01
C 3.517 -1.341 -0.481 0.01
C 3.519 -1.805 -1.935 0.00
C 4.956 -1.179 0.001 -0.01
C 2.830 -2.422 0.359 0.00
C 3.343 1.766 -0.890 0.00
C 3.715 1.610 -2.363 0.00
C 4.574 2.094 -0.045 0.00
C 2.356 2.926 -0.754 0.00
C 1.250 -1.036 3.198 -0.01
C 2.178 -1.154 4.218 0.00
C 1.899 -2.018 5.264 0.00
C 0.718 -2.748 5.299 0.00
C -0.230 -2.628 4.295 0.00
C 0.043 -1.769 3.242 -0.01
C -3.763 -1.151 -0.456 -0.16
C -4.977 -2.076 -0.424 -0.01
C -3.642 -0.541 -1.853 0.02
C -3.950 -0.064 0.603 0.09
H -1.927 -4.795 -2.507 0.00
H -1.516 -3.102 -2.702 -0.01
H -3.194 -3.578 -2.407 0.00
H -0.389 -5.219 -0.503 0.00
H -0.188 -3.926 0.680 0.00
H 0.227 -3.662 -1.021 0.00
H -2.762 -5.630 -0.384 0.00
H -3.900 -4.350 -0.013 0.00
H -2.618 -4.757 1.127 0.00
H -1.924 -3.133 2.046 0.00
H -2.754 -1.586 2.259 0.00
H 3.320 0.059 2.019 0.00
H 2.287 1.490 1.790 0.00
H 3.979 -1.085 -2.602 0.00
H 2.507 -1.980 -2.284 0.00
H 4.071 -2.740 -2.014 0.00
H 5.556 -0.622 -0.712 0.00
H 5.397 -2.171 0.090 0.00
H 5.025 -0.702 0.975 0.00
H 1.760 -2.432 0.150 0.01
H 2.978 -2.269 1.425 0.00
H 3.240 -3.395 0.097 0.00
H 4.574 0.957 -2.494 0.00
H 3.970 2.580 -2.787 0.00
H 2.880 1.210 -2.935 -0.01
H 5.380 1.389 -0.206 0.00
H 4.344 2.119 1.017 0.00
H 4.940 3.079 -0.329 0.00
H 1.495 2.774 -1.394 0.01
H 2.830 3.858 -1.061 0.00
H 2.017 3.040 0.272 0.00
H 3.096 -0.587 4.209 0.00
H 2.611 -2.125 6.069 0.00
H 0.529 -3.418 6.123 0.00
H -1.146 -3.196 4.330 0.00
H -4.938 -2.825 -1.209 0.00
H -5.864 -1.466 -0.603 0.00
H -5.099 -2.557 0.546 0.00
H -3.516 -1.318 -2.607 0.01
H -2.773 0.116 -1.930 -0.01
H -4.523 0.041 -2.118 0.00
H -4.314 -0.487 1.539 0.00
H -4.685 0.673 0.280 -0.01
H -2.995 0.435 0.786 -0.03
C -1.496 2.658 -2.604 -0.03
C -0.776 1.721 -1.674 -0.03
O 0.234 1.087 -2.107 0.15
N -1.079 1.558 -0.415 0.27
Te -2.698 3.064 0.479 0.50
C -4.682 4.073 0.704 0.14
C -4.810 5.018 1.721 -0.04
C -3.626 5.534 2.478 0.03
C -6.068 5.518 2.028 0.01
C -7.204 5.096 1.359 0.00
C -8.559 5.628 1.714 0.00
C -7.056 4.166 0.342 0.01
C -5.810 3.657 -0.001 -0.09
C -5.746 2.704 -1.161 0.07
C -1.706 4.871 -0.095 0.09
C -2.202 5.747 -1.061 -0.07
C -3.470 5.529 -1.827 0.01
C -1.483 6.903 -1.353 -0.02
C -0.288 7.201 -0.726 0.01
C 0.477 8.443 -1.060 0.00
C 0.190 6.314 0.234 0.00
C -0.505 5.163 0.564 -0.04
C 0.016 4.269 1.649 0.04
H -1.557 2.198 -3.590 0.00
H -0.906 3.571 -2.689 0.00
H -2.486 2.890 -2.214 0.03
H -2.885 4.744 2.612 -0.01
H -3.930 5.910 3.453 0.00
H -3.161 6.353 1.928 0.00
H -6.157 6.252 2.817 0.00
H -8.486 6.400 2.476 0.00
H -9.188 4.823 2.092 0.00
H -9.044 6.044 0.832 0.00
H -7.930 3.834 -0.199 0.00
H -6.151 3.182 -2.055 0.00
H -6.348 1.815 -0.966 0.00
H -4.718 2.400 -1.365 0.00
H -3.930 4.577 -1.583 -0.01
H -3.265 5.560 -2.896 0.00
H -4.182 6.322 -1.596 0.00
H -1.882 7.578 -2.099 0.00
H 0.017 8.973 -1.889 0.00
H 1.501 8.192 -1.328 0.00
H 0.513 9.113 -0.202 0.00
H 1.118 6.539 0.743 0.00
H 1.052 4.511 1.874 0.00
H -0.059 3.220 1.355 -0.03
H -0.567 4.415 2.561 0.00
F 0.335 -1.527 -1.663 0.13
As -0.104 -0.400 -4.335 0.38
F 1.635 -0.677 -4.168 0.06
F -0.201 -0.691 -5.994 0.00
F -0.290 -2.349 -4.232 0.12
F -2.244 0.090 -4.423 0.20
F 0.390 1.344 -4.813 0.08